An isolated molecule of C6H9N at a distorted geometry, computed with ωB97M-V/def2-TZVPD.

Last column: Löwdin charge in e.
Geometry (Å):
C -1.13 0.61 1.19  -0.04
C -0.06 0.51 0.11  -0.49
C 1.09 -0.49 0.42  -0.11
C 0.64 -1.39 -0.75  -0.15
C -0.46 -0.37 -1.12  -0.11
C 0.41 1.85 -0.27  -0.18
N 0.79 2.90 -0.57  0.15
H -1.99 1.19 0.85  0.09
H -0.73 1.09 2.10  0.09
H -1.48 -0.40 1.46  0.09
H 1.02 -0.93 1.41  0.11
H 2.09 -0.06 0.30  0.11
H 1.39 -1.54 -1.53  0.10
H 0.26 -2.37 -0.45  0.10
H -0.32 0.13 -2.08  0.11
H -1.49 -0.74 -1.06  0.11

The value obtained for the LUMO energy is 0.83 eV. The frontier orbital gap is 11.88 eV. The multiplicity is 1. The SMILES is CC1(C#N)CCC1.